Record 1
This record from the Open Molecules 2025 dataset describes a 2-piece molecular cluster, C4H12 overall. The level of theory is the ωB97M-V functional and the def2-TZVPD basis.

Geometry as XYZ:
```
16
Properties=species:S:1:pos:R:3:forces:R:3:lowdin_charge:R:1
C 1.5890 0.9162 -1.4398 0.6 -0.4 -0.2 -0.179
C 0.4179 0.6842 -2.3667 -1.5 0.3 0.6 -0.183
H 2.1646 1.7467 -1.8495 0.3 -0.1 0.2 0.063
H 1.3310 1.1664 -0.4138 -0.4 0.1 0.0 0.047
H 2.2208 0.0265 -1.3644 0.1 0.2 -0.2 0.065
H -0.2397 -0.1534 -2.1145 0.5 -0.3 0.1 0.057
H 0.6753 0.5871 -3.4166 0.2 0.1 0.0 0.061
H -0.2816 1.5187 -2.2325 0.2 0.2 -0.5 0.064
C -0.2893 -0.6181 1.7100 0.3 1.2 0.2 -0.170
C -1.7063 -1.0735 2.0458 0.4 0.2 0.6 -0.164
H 0.4729 -1.3810 1.8480 0.0 0.0 0.1 0.063
H -0.1608 -0.1891 0.7148 -0.3 -0.5 -0.3 0.034
H -0.0584 0.2645 2.3189 0.4 -0.4 0.3 0.064
H -2.3167 -1.0574 1.1494 -0.4 -0.5 0.2 0.060
H -2.1373 -0.4279 2.8122 -0.2 0.4 -0.4 0.058
H -1.6815 -2.0097 2.5987 -0.2 -0.5 -0.7 0.059
```
Forces are in eV/Å.

Computed properties:
Relative energy (zero: lowest compared OMol25 entry of this formula, charge and spin) in eV: 0.357
Energy in eV: -4342.171
Gap between HOMO and LUMO in eV: 12.7
Net charge: 0
Maximum force in Eh/bohr: 0.0315



Record 2
This record from the Open Molecules 2025 dataset describes a 10-piece molecular cluster, C13H14Cl36N2O2P2S overall. The level of theory is the ωB97M-V functional and the def2-TZVPD basis.

Geometry as XYZ:
```
70
Properties=species:S:1:pos:R:3:forces:R:3:lowdin_charge:R:1
C 3.8561 -0.9570 -0.4482 0.0 0.2 0.0 -0.167
C 3.5327 0.4549 -0.9676 -0.3 -0.3 0.1 -0.525
S 2.7044 1.5535 0.2185 0.2 0.1 0.1 0.757
C 0.9555 1.3327 -0.1726 0.0 -0.1 -0.2 -0.757
P -0.0065 0.2469 0.9721 -0.1 0.0 0.5 0.856
C -1.7127 0.9300 0.6582 0.1 -0.1 -0.3 -0.494
N -2.0530 1.0962 -0.7431 0.1 0.2 -0.1 -0.030
P -0.0890 -1.6722 -0.0595 0.3 0.0 0.0 0.312
N 1.0538 -2.6326 0.3436 -0.2 0.3 -0.4 -0.200
O -1.5559 -2.2461 0.3434 0.1 0.1 -0.1 -0.229
O -0.2312 -1.3735 -1.6442 -0.2 0.0 0.2 -0.206
H 3.4101 -1.1245 0.5293 0.0 0.0 0.0 0.048
H 4.9334 -1.1027 -0.3669 0.0 -0.1 0.0 0.067
H 3.4499 -1.7044 -1.1269 0.1 0.0 0.1 -0.008
H 4.4365 0.9724 -1.2839 0.0 0.1 0.0 0.061
H 2.8665 0.3993 -1.8294 0.1 0.1 -0.1 0.063
H 0.8240 1.0710 -1.2226 0.0 0.0 0.0 0.038
H 0.4922 2.3135 -0.0465 0.0 0.0 0.0 -0.017
H -1.7120 1.9018 1.1571 0.0 0.0 0.1 0.073
H -2.4281 0.3061 1.2049 0.0 0.1 0.1 0.057
H -2.6626 0.3806 -1.1008 0.0 -0.1 -0.1 0.062
H -2.4234 2.0081 -0.9599 -0.2 0.0 0.0 0.060
H 1.6110 -2.9179 -0.4541 0.2 -0.2 0.2 -0.039
H -1.9540 -1.7861 1.0892 -0.1 -0.1 0.1 0.042
H -0.3878 -2.1948 -2.1292 0.0 0.0 -0.1 0.074
Cl -3.1697 3.2864 -4.3397 0.0 -0.1 0.0 0.497
C -3.1282 1.9187 -5.4666 0.0 0.0 0.0 -2.062
Cl -3.9168 0.5106 -4.7422 0.0 0.1 0.1 0.516
Cl -3.9926 2.3635 -6.9377 0.0 0.0 -0.1 0.528
Cl -1.4540 1.5273 -5.8491 0.0 0.0 0.0 0.528
Cl 1.5630 4.8072 -0.5681 -0.2 0.1 -0.1 0.511
C 1.4237 5.3098 -2.2505 0.1 0.1 -0.1 -2.038
Cl 2.7867 4.6551 -3.1644 0.0 0.0 0.0 0.529
Cl -0.0819 4.7391 -2.9927 0.0 -0.1 0.2 0.502
Cl 1.4630 7.0751 -2.3276 0.0 0.1 0.0 0.524
Cl 1.8570 4.9929 2.9270 0.0 0.1 0.0 0.481
C 1.2422 6.6068 3.3475 0.0 0.0 -0.1 -2.036
Cl 2.5547 7.5490 4.0561 0.0 0.0 0.0 0.537
Cl 0.6653 7.4028 1.8805 0.0 0.0 0.0 0.517
Cl -0.0860 6.4791 4.4995 0.0 0.1 0.0 0.515
Cl 6.3372 -3.5775 -3.1356 0.0 0.0 0.0 0.536
C 5.0083 -3.3490 -4.2734 0.0 0.0 0.0 -2.045
Cl 3.4960 -3.1641 -3.3767 -0.1 -0.1 -0.1 0.536
Cl 5.2978 -1.9046 -5.2410 0.0 0.1 0.1 0.508
Cl 4.8892 -4.7611 -5.3319 0.0 0.0 0.0 0.518
Cl 0.4641 2.3705 7.6543 0.0 0.0 0.0 0.537
C -0.6672 2.4705 6.3041 0.0 0.0 0.0 -2.039
Cl -2.0392 3.5011 6.7714 0.1 -0.1 0.0 0.497
Cl 0.1332 3.1899 4.9092 0.0 -0.3 0.1 0.478
Cl -1.2366 0.8534 5.8933 0.0 0.0 0.0 0.513
Cl -4.9455 -1.0859 4.8666 0.0 0.0 0.0 0.511
C -5.8447 0.3658 5.3330 0.0 0.0 0.0 -2.051
Cl -4.7075 1.6138 5.8398 -0.1 0.0 0.0 0.494
Cl -6.7830 0.9420 3.9497 0.0 0.0 0.0 0.523
Cl -6.9359 -0.0286 6.6619 0.0 0.0 0.0 0.505
Cl 7.9803 -2.9511 -10.4751 0.0 0.0 0.0 0.525
C 6.9071 -2.0470 -9.4036 0.0 0.0 0.0 -2.059
Cl 5.6497 -1.2555 -10.3595 0.0 0.0 0.0 0.522
Cl 6.1616 -3.1417 -8.2397 0.0 -0.1 -0.2 0.490
Cl 7.8403 -0.8220 -8.5330 0.0 0.0 0.0 0.517
Cl -9.0603 -1.7994 8.6110 -0.1 0.0 0.1 0.498
C -8.6541 -3.5016 8.3596 0.0 0.0 0.0 -2.063
Cl -9.8201 -4.5156 9.2114 0.0 0.0 0.0 0.527
Cl -8.7029 -3.8626 6.6319 0.0 0.0 0.0 0.521
Cl -7.0312 -3.8125 8.9803 0.0 0.0 0.0 0.524
Cl 0.5907 -7.6544 1.2737 0.0 0.0 0.0 0.523
C 0.3148 -6.8199 -0.2586 0.0 0.0 -0.1 -2.057
Cl -0.5915 -5.3441 0.0208 -0.1 -0.1 0.0 0.547
Cl 1.8765 -6.4152 -0.9944 0.0 0.0 0.0 0.503
Cl -0.5770 -7.8902 -1.3539 0.0 0.0 0.0 0.509
```
Forces are in eV/Å.

Computed properties:
Energy in eV: -501001.255
Gap between HOMO and LUMO in eV: 8.3
Net charge: 0
Maximum force in Eh/bohr: 0.0102